Below is C50H54Cl2N3O12Si2TeW as an isolated structure in a non-equilibrium geometry, with properties calculated with ωB97M-V/def2-TZVPD.

Geometry as XYZ:
```
125
C50H54Cl2N3O12Si2TeW (ωB97M-V/def2-TZVPD)
W -0.475 -0.766 -0.357
O -2.274 -3.633 4.968
C -3.403 -3.459 4.280
O -4.467 -3.361 4.832
C -3.262 -3.484 2.791
C -3.508 -4.568 1.997
Cl -4.034 -6.136 2.426
N -3.281 -4.208 0.707
N -2.875 -2.931 0.632
C -2.853 -2.486 1.873
C -2.361 -1.113 2.237
O -2.755 -0.634 3.287
O -1.497 -0.577 1.449
C -3.251 -5.047 -0.442
C -4.128 -4.812 -1.486
C -4.079 -5.624 -2.609
C -3.161 -6.662 -2.677
C -2.280 -6.884 -1.626
C -2.318 -6.072 -0.504
H -1.510 -3.812 4.371
H -4.827 -3.989 -1.419
H -4.758 -5.436 -3.431
H -3.122 -7.293 -3.557
H -1.546 -7.676 -1.688
H -1.622 -6.204 0.314
O 1.932 -2.825 4.980
C 1.577 -2.475 3.883
C 2.084 -1.253 3.120
O 2.973 -0.511 3.475
C 1.280 -1.238 1.893
C 0.548 -2.426 1.772
O -0.070 -2.655 0.664
C 0.552 -3.168 3.007
O -0.134 -4.138 3.329
O 1.208 -0.382 0.941
Cl -6.981 -3.056 -4.060
C -5.484 -2.515 -3.328
C -4.267 -2.913 -3.873
C -3.093 -2.519 -3.276
C -3.071 -1.700 -2.120
O -1.925 -1.385 -1.622
C -4.322 -1.288 -1.603
C -4.480 -0.380 -0.451
O -3.637 0.344 0.013
C -5.507 -1.717 -2.209
H -4.250 -3.543 -4.754
H -2.138 -2.835 -3.674
H -5.494 -0.417 0.004
H -6.454 -1.412 -1.777
C 1.323 1.432 -3.059
Si 1.912 -0.348 -2.930
C 2.016 -0.887 -4.754
C 3.662 -0.217 -2.248
C 0.879 -1.565 -1.949
Si 1.797 -3.169 -1.669
C 2.828 -3.685 -3.185
C 3.072 -3.202 -0.288
C 0.607 -4.623 -1.500
H 1.949 1.937 -3.803
H 1.412 1.968 -2.113
H 0.286 1.489 -3.392
H 2.166 -0.010 -5.389
H 1.087 -1.369 -5.070
H 2.831 -1.586 -4.948
H 4.218 0.566 -2.771
H 4.225 -1.149 -2.330
H 3.618 0.059 -1.192
H 0.126 -1.916 -2.676
H 3.660 -3.012 -3.400
H 2.221 -3.770 -4.090
H 3.249 -4.674 -2.973
H 3.852 -2.457 -0.462
H 3.549 -4.187 -0.285
H 2.665 -3.032 0.706
H -0.228 -4.511 -2.199
H 0.185 -4.690 -0.499
H 1.119 -5.560 -1.740
C -2.239 2.082 -2.201
C -1.442 2.050 -0.911
O -1.560 2.930 -0.086
N -0.636 0.944 -0.769
Te 1.249 2.555 2.261
C 0.866 4.373 3.287
C -0.462 4.642 3.652
C -1.583 3.690 3.330
C -0.748 5.828 4.323
C 0.238 6.753 4.636
C -0.094 8.024 5.374
C 1.546 6.461 4.277
C 1.881 5.281 3.618
C 3.323 5.030 3.273
C 2.405 3.322 0.659
C 3.596 2.666 0.324
C 4.146 1.525 1.134
C 4.292 3.066 -0.817
C 3.847 4.101 -1.622
C 4.581 4.479 -2.881
C 2.682 4.760 -1.253
C 1.946 4.390 -0.132
C 0.693 5.156 0.189
H -2.403 1.079 -2.592
H -1.677 2.661 -2.936
H -3.186 2.580 -2.008
H -1.450 2.722 3.820
H -1.637 3.482 2.259
H -2.539 4.098 3.661
H -1.778 6.035 4.599
H -1.163 8.232 5.334
H 0.435 8.879 4.948
H 0.191 7.954 6.427
H 2.336 7.166 4.522
H 3.975 5.676 3.864
H 3.521 5.217 2.215
H 3.589 3.988 3.461
H 4.070 1.711 2.205
H 5.188 1.337 0.872
H 3.577 0.608 0.961
H 5.202 2.538 -1.082
H 5.585 4.054 -2.892
H 4.667 5.563 -2.982
H 4.053 4.108 -3.763
H 2.316 5.578 -1.867
H 0.390 5.758 -0.669
H 0.848 5.827 1.038
H -0.124 4.481 0.445
```

For the relative energy (zero: lowest compared OMol25 entry of this formula, charge and spin), the calculation gives 0.0 kJ/mol. Its total charge is -2. Its multiplicity is 2. The value obtained for the orbital gap (spin up / spin down) is 6.28 / 6.56 eV. Its HOMO energy (spin up / spin down) is -0.0987 / -0.1091 hartree.

Atomic partial charges in e from the Mulliken method, atoms 1 to 4: 0.976, -0.547, 0.313, -0.632

Below is C50H55AsN11O3Sr as an isolated structure in a non-equilibrium geometry, with properties calculated with ωB97M-V/def2-TZVPD.

Geometry as XYZ:
```
121
C50H55AsN11O3Sr (ωB97M-V/def2-TZVPD)
Sr -0.528 -0.228 0.210
C 0.428 7.319 -2.623
C -0.179 5.974 -2.288
C -1.270 5.484 -2.939
C -1.850 4.217 -2.640
C -2.922 3.809 -3.436
N -3.502 2.638 -3.615
C -3.006 1.318 -3.279
C -4.092 0.226 -3.147
C -5.362 0.612 -2.372
N -5.115 0.916 -0.951
C -5.784 0.351 0.036
C -5.421 0.417 1.382
C -6.178 -0.240 2.386
C -5.758 -0.327 3.677
C -6.578 -1.003 4.752
C -4.457 0.171 3.992
C -3.660 0.795 3.083
C -2.242 1.062 3.360
N -1.380 1.141 2.429
C 0.018 1.280 2.741
C 0.787 0.186 1.916
C 1.350 0.759 0.530
N 0.460 1.788 -0.026
C 0.789 3.000 -0.202
C -0.058 3.923 -0.942
C 0.442 5.137 -1.322
C -1.377 3.491 -1.451
O -2.051 2.646 -0.878
C -4.205 1.112 1.754
O -3.716 1.993 1.048
H -0.055 7.760 -3.496
H 1.497 7.231 -2.832
H 0.316 8.017 -1.789
H -1.696 6.064 -3.757
H -3.365 4.590 -4.051
H -4.327 2.650 -4.194
H -2.499 1.346 -2.337
H -2.299 1.006 -4.056
H -3.593 -0.541 -2.585
H -4.420 -0.120 -4.127
H -6.051 -0.227 -2.460
H -5.843 1.487 -2.818
H -4.200 1.261 -0.673
H -6.693 -0.176 -0.236
H -7.128 -0.694 2.107
H -7.506 -1.401 4.341
H -6.831 -0.306 5.554
H -6.028 -1.833 5.206
H -4.080 0.000 5.001
H -1.930 1.127 4.412
H 0.286 1.115 3.789
H 0.454 2.224 2.432
H 0.143 -0.703 1.812
H 1.576 -0.073 2.595
H 1.311 -0.065 -0.238
H 2.347 1.141 0.694
H 1.780 3.349 0.106
H 1.386 5.470 -0.891
C 2.313 -0.410 -2.407
N 2.397 1.028 -2.033
C 2.187 1.851 -3.246
N 3.132 1.543 -4.311
C 2.983 0.124 -4.647
N 3.252 -0.757 -3.495
C 4.618 -0.466 -3.020
N 4.787 0.946 -2.622
C 3.798 1.246 -1.574
C 4.488 1.767 -3.807
H 1.290 -0.655 -2.685
H 2.595 -1.010 -1.557
H 2.289 2.900 -2.964
H 1.168 1.678 -3.599
H 3.678 -0.129 -5.447
H 1.960 -0.052 -4.981
H 5.325 -0.694 -3.818
H 4.845 -1.101 -2.164
H 3.915 2.278 -1.236
H 3.994 0.585 -0.734
H 5.201 1.509 -4.590
H 4.607 2.820 -3.549
O 0.454 -1.859 -0.388
As 1.634 -2.118 0.819
C 1.952 -4.115 0.592
C 2.993 -4.854 1.198
C 2.903 -6.239 1.300
C 1.770 -6.906 0.847
C 0.723 -6.190 0.292
C 0.803 -4.804 0.178
C 3.541 -1.440 0.941
C 4.066 -0.550 1.895
C 5.434 -0.484 2.117
C 6.310 -1.324 1.431
C 5.820 -2.184 0.469
C 4.446 -2.242 0.218
C 1.112 -2.578 2.755
C -0.170 -2.342 3.252
C -0.385 -2.166 4.612
C 0.679 -2.228 5.499
C 1.951 -2.518 5.031
C 2.180 -2.685 3.662
H 3.880 -4.366 1.575
H 3.717 -6.794 1.749
H 1.705 -7.982 0.943
H -0.173 -6.697 -0.041
H -0.023 -4.256 -0.239
H 3.449 0.124 2.454
H 5.811 0.214 2.854
H 7.369 -1.303 1.658
H 6.483 -2.847 -0.073
H 4.076 -2.914 -0.540
H -1.003 -2.236 2.566
H -1.386 -1.947 4.967
H 0.520 -2.039 6.554
H 2.788 -2.565 5.716
H 3.194 -2.820 3.312
N -2.629 -1.332 -0.240
C -3.382 -2.220 -0.208
N -4.310 -3.088 -0.277
C -4.505 -4.332 0.043
N -4.746 -5.442 0.298
```

For the relative energy (zero: lowest compared OMol25 entry of this formula, charge and spin), the calculation gives 1118.9 kJ/mol. Its total charge is +1. Its multiplicity is 1. The value obtained for the orbital gap is 6.14 eV. Its HOMO energy is -0.3381 hartree.

Atomic partial charges in e from the Mulliken method, atoms 1 to 4: 4.441, -1.601, 0.192, -1.090

Below is C50H55BrHfN6OP2SSi as an isolated structure in a non-equilibrium geometry, with properties calculated with ωB97M-V/def2-TZVPD.

Geometry as XYZ:
```
118
C50H55BrHfN6OP2SSi (ωB97M-V/def2-TZVPD)
Hf 0.211 0.244 -0.347
C -1.888 -2.030 -2.928
Si -1.773 -1.754 -0.985
C -1.021 -3.461 -0.647
C -1.824 -4.573 -0.352
C -1.344 -5.863 -0.500
C -0.051 -6.076 -0.974
C 0.771 -4.992 -1.218
C 0.297 -3.692 -1.026
P 1.488 -2.289 -1.004
C 2.383 -2.442 -2.579
C 1.728 -2.981 -3.683
C 2.365 -3.053 -4.916
C 3.660 -2.582 -5.056
C 4.314 -2.023 -3.965
C 3.675 -1.940 -2.739
C 2.574 -3.067 0.266
C 2.119 -3.112 1.582
C 2.835 -3.802 2.547
C 4.018 -4.452 2.215
C 4.474 -4.413 0.907
C 3.753 -3.728 -0.064
C -3.592 -1.908 -0.445
C -4.611 -2.486 -1.216
C -5.862 -2.715 -0.668
C -6.115 -2.372 0.661
C -5.122 -1.788 1.427
C -3.862 -1.538 0.879
P -2.264 -0.858 1.640
C -2.933 0.795 2.156
C -4.038 1.369 1.526
C -4.458 2.657 1.833
C -3.804 3.395 2.808
C -2.732 2.821 3.480
C -2.301 1.545 3.153
C -2.332 -1.870 3.170
C -1.736 -3.131 3.139
C -1.781 -3.961 4.246
C -2.421 -3.542 5.409
C -3.015 -2.292 5.448
C -2.972 -1.460 4.332
H -2.050 -3.095 -3.128
H -0.977 -1.772 -3.466
H -2.712 -1.498 -3.412
H -2.844 -4.420 -0.019
H -1.981 -6.706 -0.265
H 0.319 -7.081 -1.128
H 1.795 -5.160 -1.533
H 0.716 -3.353 -3.580
H 1.844 -3.477 -5.764
H 4.160 -2.645 -6.014
H 5.320 -1.638 -4.072
H 4.182 -1.476 -1.906
H 1.205 -2.600 1.859
H 2.461 -3.829 3.562
H 4.578 -4.990 2.969
H 5.389 -4.922 0.631
H 4.117 -3.728 -1.082
H -4.419 -2.779 -2.242
H -6.641 -3.176 -1.264
H -7.091 -2.563 1.090
H -5.331 -1.519 2.458
H -4.594 0.802 0.791
H -5.311 3.076 1.312
H -4.132 4.398 3.051
H -2.227 3.370 4.266
H -1.450 1.122 3.674
H -1.228 -3.464 2.240
H -1.311 -4.935 4.205
H -2.451 -4.186 6.278
H -3.515 -1.955 6.347
H -3.443 -0.487 4.379
C -1.078 5.464 -1.768
N -1.648 4.204 -2.237
C -2.879 4.383 -3.001
C -3.418 2.977 -3.102
N -2.849 2.376 -1.916
C -3.177 1.015 -1.632
C -1.669 2.971 -1.587
N -0.740 2.439 -0.823
C 0.394 3.305 -0.444
C 0.772 3.043 0.999
N 1.652 1.895 1.037
C 2.818 2.057 1.536
N 3.282 3.250 2.136
C 2.578 3.712 3.330
C 4.737 3.198 2.218
C 5.088 1.720 1.993
N 3.828 1.146 1.585
C 3.776 -0.227 1.174
H -1.602 6.260 -2.294
H -0.021 5.560 -2.006
H -1.232 5.619 -0.699
H -2.664 4.830 -3.970
H -3.573 5.034 -2.457
H -3.070 2.464 -4.006
H -4.506 2.938 -3.072
H -4.261 0.899 -1.641
H -2.833 0.759 -0.635
H -2.753 0.335 -2.368
H 0.189 4.356 -0.549
H 1.245 3.070 -1.084
H -0.133 2.815 1.575
H 1.214 3.953 1.408
H 1.628 3.190 3.432
H 2.382 4.786 3.294
H 3.167 3.500 4.228
H 5.073 3.553 3.192
H 5.188 3.834 1.454
H 5.457 1.225 2.897
H 5.843 1.597 1.211
H 2.739 -0.521 1.054
H 4.322 -0.400 0.243
H 4.198 -0.860 1.961
Br 2.540 0.967 -1.773
O -0.383 0.812 -3.768
C 0.032 0.149 -2.947
S 0.166 -0.274 2.011
```

For the relative energy (zero: lowest compared OMol25 entry of this formula, charge and spin), the calculation gives 282.1 kJ/mol. Its multiplicity is 1. The value obtained for the orbital gap is 5.73 eV. Its HOMO energy is -0.1995 hartree.

Atomic partial charges in e from the Mulliken method, atoms 1 to 4: 1.652, -2.022, 2.428, 0.483

Below is a 3-piece molecular cluster, C50H55IN2O11 overall in a non-equilibrium geometry, with properties calculated with ωB97M-V/def2-TZVPD.

Geometry as XYZ:
```
119
C50H55IN2O11 (ωB97M-V/def2-TZVPD)
C -2.086 0.831 1.593
C -2.509 -0.204 1.144
C -3.016 -1.457 0.584
C -2.112 -2.684 0.816
C -2.550 -3.485 2.026
C -2.494 -2.674 3.312
O -1.235 -2.009 3.376
O -2.257 -3.524 -0.348
C -1.180 -3.989 -1.091
I 0.566 -4.522 0.131
C -1.637 -5.248 -1.855
C -2.959 -5.832 -1.366
C -0.728 -2.899 -2.093
N -0.418 -1.660 -1.460
O 0.296 -3.480 -2.908
C 1.040 -2.552 -3.683
C 1.349 -3.168 -5.052
C 1.298 -2.173 -6.233
C 2.661 -1.849 -6.878
C 2.658 -1.996 -8.401
C 1.833 -0.920 -9.110
C 2.551 0.423 -9.238
C 1.843 1.399 -10.205
C 2.719 1.964 -11.317
O 3.239 3.271 -11.005
C 2.742 4.313 -11.735
C 1.285 4.601 -11.495
O 3.441 4.945 -12.474
C 2.280 -2.163 -2.877
O 2.460 -0.749 -3.058
N 3.374 -0.275 -2.053
O 2.777 0.363 -1.288
H -1.746 1.774 1.961
H -3.149 -1.347 -0.494
H -4.011 -1.644 1.002
H -1.097 -2.327 0.924
H -3.581 -3.809 1.844
H -1.950 -4.388 2.140
H -3.328 -1.968 3.373
H -2.591 -3.352 4.166
H -1.362 -1.113 3.702
H -1.724 -4.984 -2.911
H -0.871 -6.016 -1.780
H -2.934 -6.056 -0.300
H -3.162 -6.750 -1.919
H -3.789 -5.147 -1.544
H -1.605 -2.720 -2.731
H -0.450 -0.861 -2.076
H 0.442 -1.671 -0.930
H 0.458 -1.638 -3.848
H 0.615 -3.961 -5.200
H 2.327 -3.652 -5.026
H 0.817 -1.249 -5.906
H 0.658 -2.611 -7.004
H 3.438 -2.483 -6.445
H 2.946 -0.821 -6.632
H 2.245 -2.979 -8.646
H 3.686 -1.939 -8.771
H 0.891 -0.774 -8.569
H 1.570 -1.263 -10.115
H 2.636 0.893 -8.256
H 3.569 0.237 -9.594
H 0.990 0.885 -10.657
H 1.451 2.243 -9.636
H 3.601 1.341 -11.476
H 2.174 2.015 -12.263
H 0.678 3.858 -12.021
H 1.040 4.529 -10.437
H 1.051 5.586 -11.890
H 2.107 -2.371 -1.823
H 3.169 -2.723 -3.184
O -2.003 3.120 3.091
C -1.009 3.815 3.165
C 0.144 3.617 2.248
C 0.059 2.639 1.270
C 1.111 2.437 0.395
C 2.255 3.221 0.488
C 2.351 4.196 1.468
C 1.300 4.394 2.357
C 1.440 5.422 3.429
O 2.461 6.061 3.560
C 0.277 5.628 4.344
C 0.370 6.584 5.348
C -0.702 6.799 6.198
C -1.874 6.064 6.047
C -1.969 5.106 5.053
C -0.894 4.881 4.202
H -0.836 2.035 1.208
H 1.034 1.664 -0.356
H 3.076 3.063 -0.199
H 3.238 4.807 1.564
H 1.286 7.148 5.450
H -0.628 7.543 6.979
H -2.714 6.242 6.706
H -2.873 4.526 4.924
O 0.983 0.933 9.933
C 0.060 0.244 9.555
C -0.683 0.563 8.302
C -0.284 1.658 7.545
C -0.944 1.957 6.366
C -2.004 1.167 5.933
C -2.411 0.081 6.689
C -1.755 -0.224 7.876
C -2.221 -1.393 8.677
O -3.180 -2.050 8.331
C -1.463 -1.726 9.918
C -1.854 -2.829 10.668
C -1.153 -3.170 11.812
C -0.059 -2.410 12.213
C 0.329 -1.306 11.475
C -0.372 -0.958 10.327
H 0.543 2.263 7.892
H -0.632 2.804 5.772
H -2.505 1.408 5.004
H -3.237 -0.542 6.374
H -2.705 -3.410 10.339
H -1.457 -4.030 12.393
H 0.490 -2.682 13.105
H 1.175 -0.702 11.775
```

Its multiplicity is 1. The value obtained for the orbital gap is 8.01 eV. Its HOMO energy is -0.3406 hartree.

Atomic partial charges in e from the Mulliken method, atoms 1 to 4: -2.235, 0.525, -0.918, 0.263